No. 1
57
Properties=species:S:1:pos:R:3:nbo_charge:R:1 method="wB97M-V/def2-TZVPD" spin_multiplicity=1 e_tot_ha=-4929.5215 total_charge=-2 lumo_ha=0.1451 largest_force_ha_per_bohr=0.017
Rh 0.078 -0.812 -0.588 1.072
O 1.360 -2.167 -1.517 -0.980
S 2.831 -2.384 -1.620 2.440
O 3.122 -3.296 -2.697 -0.979
O 3.612 -1.172 -1.595 -0.990
C 3.328 -3.235 -0.128 -0.323
C 4.333 -4.180 -0.299 -0.191
C 4.916 -4.802 0.792 -0.216
C 4.501 -4.475 2.071 -0.229
C 3.487 -3.548 2.248 -0.204
C 2.886 -2.928 1.157 -0.241
S 1.483 -1.879 1.551 2.394
O 1.528 -1.761 2.976 -0.941
O 0.309 -2.550 0.967 -0.973
O 1.661 -0.591 0.802 -0.923
H 4.644 -4.410 -1.309 0.244
H 5.698 -5.536 0.637 0.200
H 4.956 -4.945 2.935 0.200
H 3.131 -3.290 3.235 0.246
N -1.494 0.277 0.127 -0.558
N -2.414 0.581 -0.930 -0.527
C -2.254 -0.295 -2.047 0.873
O -2.942 -0.122 -3.032 -0.663
O -1.408 -1.253 -1.850 -0.689
H -1.967 -0.359 0.768 0.416
H -1.330 1.095 0.720 0.444
H -2.322 1.542 -1.227 0.386
C -3.822 0.645 8.438 -0.620
C -3.121 0.825 7.116 -0.045
C -1.957 0.119 6.819 -0.235
C -1.303 0.294 5.610 -0.122
C -1.811 1.186 4.674 -0.344
C -2.971 1.890 4.949 -0.182
C -3.619 1.709 6.165 -0.233
S -0.937 1.383 3.128 2.414
O -1.747 2.305 2.324 -1.046
O 0.360 1.901 3.507 -0.988
O -0.933 0.041 2.560 -1.038
H -3.408 -0.201 8.988 0.205
H -4.890 0.467 8.299 0.207
H -3.717 1.534 9.066 0.206
H -1.562 -0.583 7.546 0.194
H -0.406 -0.263 5.367 0.235
H -3.353 2.572 4.201 0.236
H -4.530 2.260 6.377 0.193
C 3.654 2.050 -1.428 -0.738
S 3.589 2.242 -3.226 0.233
C 2.516 0.985 -3.836 -0.398
C 1.389 0.441 -3.341 -0.396
S 0.612 0.992 -1.880 -0.029
S 0.598 -0.733 -4.380 0.569
C 1.674 -0.639 -5.706 -0.568
S 1.504 -1.484 -7.124 -0.184
S 2.995 0.428 -5.420 0.464
H 4.545 2.609 -1.138 0.208
H 3.762 1.003 -1.167 0.277
H 2.773 2.469 -0.953 0.236

No. 2
41
Properties=species:S:1:pos:R:3:nbo_charge:R:1 method="wB97M-V/def2-TZVPD" spin_multiplicity=1 e_tot_ha=-1085.9042 lumo_ha=-0.0018 smiles="CN(C)/C=C/c1c([N+](=O)[O-])c2ccc(O)cc2n1-c1ccccc1" largest_force_ha_per_bohr=0.091
C 3.344 0.036 -3.053 -0.399
N 3.347 -0.839 -1.865 -0.460
C 4.377 -1.877 -1.803 -0.407
C 2.155 -0.984 -1.119 0.116
C 1.412 -0.017 -0.590 -0.358
C 0.372 -0.351 0.346 0.230
C 0.286 -1.519 1.119 -0.038
N 1.182 -2.543 1.345 0.506
O 2.271 -2.277 1.749 -0.337
O 0.767 -3.751 1.181 -0.429
C -1.007 -1.449 1.788 -0.121
C -1.529 -2.232 2.791 -0.144
C -2.771 -1.956 3.353 -0.288
C -3.472 -0.714 3.060 0.335
O -4.609 -0.298 3.642 -0.667
C -2.810 0.237 2.185 -0.339
C -1.548 -0.229 1.617 0.192
N -0.724 0.487 0.718 -0.365
C -1.133 1.656 -0.054 0.116
C -2.050 1.409 -1.002 -0.200
C -2.561 2.412 -1.813 -0.203
C -1.950 3.665 -1.859 -0.207
C -0.894 3.862 -0.959 -0.209
C -0.471 2.843 -0.061 -0.200
H 3.354 -0.490 -3.954 0.189
H 2.500 0.710 -3.051 0.211
H 4.257 0.784 -2.958 0.185
H 4.516 -2.468 -2.677 0.191
H 5.290 -1.371 -1.395 0.204
H 4.052 -2.581 -1.001 0.215
H 1.830 -1.971 -1.103 0.177
H 1.895 0.938 -0.704 0.227
H -0.941 -3.076 3.063 0.228
H -3.233 -2.629 4.029 0.224
H -4.682 0.667 3.606 0.486
H -3.194 1.268 2.140 0.217
H -2.322 0.369 -1.247 0.230
H -3.205 2.036 -2.575 0.216
H -2.152 4.409 -2.620 0.225
H -0.361 4.816 -0.892 0.219
H 0.414 3.015 0.623 0.232

No. 3
45
Properties=species:S:1:pos:R:3:nbo_charge:R:1 method="wB97M-V/def2-TZVPD" spin_multiplicity=1 e_tot_ha=-4477.6258 total_charge=+1 lumo_ha=-0.1148 largest_force_ha_per_bohr=0.006
Sn -0.225 3.590 -1.322 1.190
O -0.391 -2.036 -0.934 -0.675
C 0.895 -1.730 -1.179 0.362
C 1.799 -2.792 -1.234 -0.263
C 3.139 -2.559 -1.447 -0.159
C 3.620 -1.259 -1.627 -0.260
C 2.730 -0.208 -1.600 -0.172
C 1.362 -0.415 -1.366 -0.198
C 0.470 0.752 -1.320 0.600
O 1.014 1.936 -1.413 -0.849
N -0.817 0.566 -1.166 -0.482
N -1.526 1.761 -1.186 -0.484
C -2.802 1.663 -1.061 -0.056
S -3.804 3.089 -1.011 0.333
C -5.336 2.175 -1.343 -0.522
C -5.246 0.859 -0.596 -0.535
S -3.609 0.132 -0.908 0.350
H -0.915 -1.210 -0.993 0.510
H 1.410 -3.796 -1.114 0.236
H 3.824 -3.397 -1.485 0.227
H 4.672 -1.081 -1.798 0.228
H 3.067 0.803 -1.788 0.230
H -5.424 2.026 -2.417 0.238
H -6.164 2.786 -0.989 0.258
H -5.988 0.147 -0.956 0.257
H -5.367 0.999 0.476 0.232
C 2.689 1.823 1.206 -0.415
N 1.416 1.176 1.495 -0.361
C 0.214 1.758 1.550 0.303
Se -0.206 3.576 1.365 -0.167
N -0.698 0.806 1.794 -0.518
C -0.083 -0.440 1.875 0.092
C -0.584 -1.720 2.067 -0.196
C 0.340 -2.747 2.056 -0.185
C 1.711 -2.503 1.871 -0.185
C 2.204 -1.227 1.685 -0.230
C 1.268 -0.201 1.684 0.168
H 2.534 2.895 1.148 0.242
H 3.072 1.452 0.258 0.236
H 3.394 1.599 2.005 0.227
H -1.679 1.003 1.905 0.444
H -1.641 -1.906 2.208 0.234
H 0.000 -3.765 2.188 0.234
H 2.398 -3.339 1.870 0.234
H 3.260 -1.040 1.547 0.242

No. 4
45
Properties=species:S:1:pos:R:3:mulliken_spin:R:1 method="wB97M-V/def2-TZVPD" spin_multiplicity=2 e_tot_ha=-10997.2823 total_charge=-1 lumo_ha="0.0751 / 0.0757" largest_force_ha_per_bohr=0.057 s2=0.7878
Re 1.120 0.614 1.416 -0.021
Se 0.685 0.483 3.910 0.336
Se 2.280 -0.324 5.259 0.610
Se 4.881 0.290 2.685 0.023
Se 3.283 -0.627 1.439 -0.003
C 1.272 -5.581 1.352 -0.001
C -0.227 -5.293 1.401 0.000
C -0.506 -3.826 1.357 0.001
N 0.348 -2.915 1.084 0.003
N -0.145 -1.651 1.120 0.007
C -1.408 -1.587 1.425 -0.008
N -2.102 -0.430 1.487 0.004
S -2.114 -3.165 1.693 0.000
H 1.454 -6.656 1.373 0.000
H 1.773 -5.119 2.201 0.001
H 1.709 -5.163 0.448 0.000
H -0.664 -5.706 2.313 0.000
H -0.733 -5.778 0.561 0.000
H -1.492 0.397 1.530 0.001
H -2.930 -0.401 2.054 0.002
C -0.019 2.070 1.443 -0.008
C -0.893 3.196 1.457 0.008
C -1.937 3.291 0.520 0.001
C -2.798 4.373 0.531 0.000
C -2.652 5.376 1.482 -0.001
C -1.633 5.290 2.422 0.003
C -0.756 4.220 2.409 -0.001
H -2.046 2.503 -0.216 0.000
H -3.595 4.431 -0.201 0.000
H -3.330 6.221 1.490 0.000
H -1.517 6.067 3.168 0.000
H 0.043 4.142 3.135 -0.001
N 1.201 0.447 -0.518 -0.002
C 1.191 0.267 -1.665 0.017
C 1.164 0.148 -3.070 0.006
C 0.991 1.305 -3.849 0.009
C 0.942 1.210 -5.226 -0.004
C 1.071 -0.024 -5.852 0.008
C 1.253 -1.168 -5.087 -0.004
C 1.297 -1.093 -3.707 0.011
H 0.897 2.261 -3.350 0.001
H 0.816 2.109 -5.817 0.000
H 1.030 -0.091 -6.932 0.001
H 1.358 -2.130 -5.572 0.000
H 1.436 -1.981 -3.106 0.001